Molecular formula: C29H55FeN3O4PS3Si
Method: DFT, wB97M-V/def2-TZVPD

Geometry (Å):
Fe1 0.39711 0.41202 1.30050
S1 0.97822 -1.57416 2.48753
S2 -2.20030 0.13426 1.20674
S3 2.41966 -0.29479 3.41688
P1 3.37995 0.99860 -0.13550
Si1 -2.37588 -1.35702 -0.17092
O1 -3.38242 -2.63542 0.23179
O2 0.32494 1.80496 -0.04668
O3 -2.90935 -0.94846 -1.69159
O4 -0.86731 -1.98622 -0.48113
N1 0.45992 1.90452 2.83653
N2 1.64261 0.48356 5.88923
N3 0.69781 1.69109 4.13743
C1 5.12068 3.25431 0.21193
C2 4.00884 2.68536 -0.66795
C3 -4.99711 -2.07565 1.93351
C4 1.99026 0.76610 -2.60021
C5 -0.57075 3.58045 1.32892
C6 2.83475 3.66656 -0.67942
C7 -0.75425 3.59652 -1.10347
C8 3.14830 0.16328 -1.80147
C9 -3.89603 -3.04031 1.49844
C10 4.62277 -1.40708 0.42421
C11 5.37647 0.55120 1.82330
C12 -1.31080 -3.48210 -2.35511
C13 -2.80812 -3.10261 2.56765
C14 -5.10873 -0.06900 -1.12852
C15 -0.44371 -3.17425 -1.13504
C16 -3.92282 -0.03891 -2.09117
C17 4.92625 0.09885 0.41810
C18 -1.24983 4.82318 1.30684
C19 -3.32407 1.36145 -2.15280
C20 -4.48392 -4.43098 1.26595
C21 -0.48538 -4.33917 -0.15030
C22 -4.36871 -0.49681 -3.47795
C23 -0.16599 3.06821 2.59090
C24 -1.41348 4.82502 -1.08468
C25 0.99676 -2.91056 -1.55774
C26 -1.66402 5.43952 0.13983
C27 4.38253 0.04145 -2.69595
C28 -0.32906 2.94715 0.05761
C29 1.49145 0.72555 4.48432
H1 -4.96061 -4.80750 2.17494
H2 3.16753 4.64888 -1.03348
H3 4.73801 1.02186 -3.02134
H4 -1.30655 -2.63631 -3.04265
H5 -3.23202 -3.48477 3.50100
H6 -0.56214 3.08566 -2.04158
H7 -2.91409 1.63631 -1.18071
H8 -1.44666 5.30242 2.26199
H9 2.28142 1.72617 -3.03785
H10 -5.47442 -1.09231 -1.01812
H11 -5.80609 -2.06493 1.19877
H12 6.01479 2.62799 0.21993
H13 -0.38830 3.67897 3.46531
H14 1.64412 -0.51580 6.05525
H15 4.12747 -0.52128 -3.60036
H16 1.11006 0.92894 -1.97854
H17 3.65063 -1.60647 0.88764
H18 -5.22626 -4.38953 0.46603
H19 0.84673 0.89589 6.36336
H20 -4.58587 -1.07013 2.02821
H21 -2.38196 -2.11494 2.74733
H22 2.84471 -0.84474 -1.51073
H23 -3.69600 -5.12673 0.97006
H24 1.43283 -3.78795 -2.04472
H25 1.58756 -2.65603 -0.67474
H26 4.40992 2.59032 -1.68178
H27 -4.80719 0.30233 -0.14720
H28 -0.92996 -4.36965 -2.87034
H29 -5.91807 0.56128 -1.50789
H30 6.45181 0.75054 1.84529
H31 -4.07776 2.09939 -2.44358
H32 5.15859 -0.22167 2.55929
H33 4.78106 3.37802 1.24213
H34 4.61420 -1.83719 -0.57870
H35 5.73338 0.29641 -0.29566
H36 -0.02866 -5.22857 -0.59562
H37 1.02226 -2.06924 -2.25171
H38 5.21382 -0.47243 -2.21068
H39 -5.10291 0.19511 -3.89949
H40 -2.00128 -3.76772 2.26079
H41 -2.18355 6.39121 0.18543
H42 -5.40640 -2.38272 2.90045
H43 1.72670 0.10012 -3.42939
H44 -1.51849 -4.57105 0.11015
H45 4.86029 1.44429 2.17216
H46 -4.81110 -1.49416 -3.41973
H47 -1.73692 5.28371 -2.01302
H48 5.40276 4.24599 -0.15674
H49 -2.34282 -3.66550 -2.05097
H50 2.42464 3.78160 0.32643
H51 -2.50834 1.38731 -2.87910
H52 -3.50310 -0.54095 -4.14183
H53 2.00751 3.33472 -1.30137
H54 5.37312 -1.94303 1.01288
H55 0.06440 -4.07179 0.75424

Energy = -127693.130 eV
Kohn-Sham gap (alpha / beta) = 3.367 / 5.838 eV
Multiplicity = 6
Charge = -2
Energy above the lowest of the compared OMol25 structures with the same formula, charge and spin = 19.78 kcal per mole
HOMO (alpha / beta) = 0.040 / -0.051 Ha

Atom charges from the Löwdin analysis, given in e for atoms 1 to 4: number 1, Fe, carries 0.33; number 2, S, carries 0.03; number 3, S, carries 0.41; number 4, S, carries 0.38



Molecular formula: C39H52AsF9InN4P2SbTe
Method: DFT, wB97M-V/def2-TZVPD

Geometry (Å):
Te1 2.62530 0.27880 4.80647
Sb1 3.25761 -1.79390 1.45752
In1 0.22870 -0.01601 -0.62294
As1 -0.90853 -1.95630 0.86385
P1 -1.95798 1.68690 1.54077
P2 -2.10122 1.22354 -1.42023
F1 4.25446 -1.22749 2.96577
F2 -1.29186 -5.85864 -5.01880
F3 0.24201 -4.98705 -6.27212
F4 2.09070 -2.08885 -0.06084
F5 3.68978 -3.59117 1.47197
F6 -1.80269 -4.29260 -6.42298
F7 1.80421 -2.11395 2.64210
F8 4.61802 -1.26747 0.30015
F9 2.49154 0.00776 1.33183
N1 -2.73026 1.86336 -0.00397
N2 2.06920 -0.01183 -1.94832
N3 -0.08424 -1.84735 -2.47392
N4 0.90049 2.17994 -0.06810
C1 -0.86511 -4.72518 -5.58112
C2 3.00616 3.15133 -1.08771
C3 0.05777 4.76142 3.26414
C4 -0.54161 -3.77656 0.31982
C5 -1.76696 3.88131 -2.28095
C6 -3.29977 0.65987 3.73051
C7 3.33466 2.16346 -2.20753
C8 -1.23195 4.83657 -3.13258
C9 -1.58750 5.77968 1.83399
C10 1.53231 3.32995 -0.78800
C11 -1.40584 3.37906 1.92942
C12 -0.99144 -2.13777 2.79331
C13 -4.61397 2.15390 2.37707
C14 -5.68650 1.98433 3.23576
C15 -5.93074 0.26443 -2.54379
C16 -1.51843 -2.71695 -4.19443
C17 3.37160 0.70498 -1.77761
C18 -4.61724 0.49947 -4.54212
C19 -3.41353 1.47670 2.60801
C20 -0.58895 -3.69538 -4.50087
C21 -3.58124 0.78417 -2.38120
C22 0.79747 -2.81647 -2.77441
C23 4.33487 1.47488 4.50160
C24 -0.43855 2.19179 -3.37102
C25 -2.77931 -1.77612 0.37573
C26 0.07151 3.14136 -4.24346
C27 -5.56724 1.15357 4.34377
C28 -0.55567 5.89831 2.75584
C29 0.59129 -3.74917 -3.77182
C30 -1.21933 -1.82506 -3.17916
C31 -0.31977 4.46839 -4.11399
C32 -1.35854 2.55582 -2.38761
C33 -3.49566 0.76579 -3.77624
C34 -0.36385 3.50767 2.84751
C35 -2.01381 4.52611 1.42366
C36 3.52338 -1.08977 6.13108
C37 -4.80713 0.52004 -1.77130
C38 -4.37108 0.50113 4.59798
C39 -5.83859 0.25298 -3.92749
H1 -1.25813 -4.40744 0.84643
H2 -3.17667 -0.83360 0.74659
H3 0.07885 5.21609 -4.78648
H4 -1.54295 5.86909 -3.04640
H5 -4.54309 0.50207 -5.62127
H6 0.11310 2.61631 3.24686
H7 -3.74244 1.87702 0.04542
H8 -6.87876 0.07321 -2.05985
H9 1.43589 1.99510 0.78262
H10 -1.94027 -1.06167 -2.91782
H11 0.85988 4.85727 3.98391
H12 1.34037 -4.50294 -3.97285
H13 4.26586 -1.64313 5.55775
H14 4.31440 2.29737 5.21487
H15 -6.71695 0.05598 -4.52701
H16 3.66756 0.61194 -0.73532
H17 -6.61148 2.51500 3.05466
H18 -6.40639 1.02672 5.01417
H19 2.29132 -1.00266 -1.88889
H20 -0.64048 -1.24571 3.30506
H21 -0.66978 -3.90392 -0.75246
H22 1.38830 4.20847 -0.15407
H23 -2.02918 -2.33706 3.05505
H24 -4.91981 0.47607 -0.69294
H25 -2.90561 -1.83700 -0.70392
H26 1.69643 -2.87541 -2.17260
H27 -4.27427 -0.12989 5.47106
H28 -2.82987 4.44266 0.71755
H29 -2.50057 4.16479 -1.53918
H30 3.53288 2.85525 -0.17378
H31 -2.45391 -2.64021 -4.73083
H32 4.10446 0.15510 -2.36942
H33 0.96923 3.49202 -1.70639
H34 0.76212 2.85306 -5.02525
H35 0.46963 -4.05205 0.61118
H36 2.63002 2.29224 -3.03721
H37 -4.71699 2.85030 1.55077
H38 -0.23378 6.87798 3.08234
H39 0.01400 2.55287 0.27568
H40 3.99532 -0.52442 6.93276
H41 -2.06774 6.66745 1.44431
H42 2.75879 -1.75417 6.52298
H43 4.31015 1.85160 3.48263
H44 4.31631 2.40803 -2.61241
H45 -0.14985 1.14772 -3.48708
H46 3.39762 4.13448 -1.35078
H47 -3.33307 -2.59267 0.83911
H48 -0.35863 -2.97797 3.06539
H49 -2.36096 0.16094 3.93714
H50 -2.56462 1.00174 -4.27704
H51 1.74607 0.13121 -2.90378
H52 5.21157 0.85077 4.65531

Energy = -170107.983 eV
Kohn-Sham gap (alpha / beta) = 7.903 / 6.114 eV
Multiplicity = 2
Charge = +3
Energy above the lowest of the compared OMol25 structures with the same formula, charge and spin = 0.00 kcal per mole
HOMO (alpha / beta) = -0.584 / -0.584 Ha

Atom charges from the Löwdin analysis, given in e for atoms 1 to 4: number 1, Te, carries 1.55; number 2, Sb, carries 1.39; number 3, In, carries 0.66; number 4, As, carries 1.07



Molecular formula: CH3NO2S
Method: DFT, wB97M-V/def2-TZVPD

Geometry (Å):
S1 -0.80540 1.25541 0.37389
O1 0.98412 -1.00520 0.21721
O2 -2.41408 -0.57087 -0.12812
N1 -1.24830 -0.38544 0.19588
C1 0.76214 0.56069 -0.08531
H1 0.19632 -1.51388 0.43489
H2 1.83665 0.95567 0.26203
H3 0.68855 0.70361 -1.27047

SMILES = O=NSCO
Energy = -17501.034 eV
Kohn-Sham gap (alpha / beta) = 8.912 / 8.911 eV
Energy above the lowest of the compared OMol25 structures with the same formula, charge and spin = 102.30 kcal per mole
HOMO (alpha / beta) = -0.357 / -0.357 Ha

Atom charges from the natural (NBO) analysis, given in e for atoms 1 to 4: number 1, S, carries 0.41; number 2, O, carries -0.73; number 3, O, carries -0.28; number 4, N, carries -0.06



Molecular formula: CH10N3
Method: DFT, wB97M-V/def2-TZVPD

Geometry (Å):
N1 -1.08071 -0.64583 -2.01320
N2 0.10749 -0.80242 0.58438
N3 0.41413 1.53933 1.21703
C1 1.10627 0.35040 1.02727
H1 0.10341 1.74854 2.15282
H2 -1.11466 0.31691 -2.36989
H3 -2.06816 -0.83722 -1.83835
H4 -0.72833 -0.89643 1.16327
H5 1.56393 -0.07803 1.91007
H6 -0.28305 -0.61115 -0.38223
H7 0.56985 -1.70434 0.62444
H8 0.54691 2.34109 0.63709
H9 1.76480 0.42250 0.16909
H10 -0.90187 -1.14336 -2.88180

Energy = -5663.596 eV
Kohn-Sham gap = 11.318 eV
Charge = +1
Energy above the lowest of the compared OMol25 structures with the same formula, charge and spin = 0.75 kcal per mole
HOMO = -0.529 Ha

Atom charges from the natural (NBO) analysis, given in e for atoms 1 to 4: number 1, N, carries -1.09; number 2, N, carries -0.74; number 3, N, carries -0.85; number 4, C, carries -0.03



Molecular formula: CH2INS
Method: DFT, wB97M-V/def2-TZVPD

Geometry (Å):
I1 -2.94933 0.50581 -0.36320
S1 1.71640 -1.88501 -0.64621
N1 1.23864 -0.62161 0.07415
C1 0.80882 0.38990 0.52661
H1 -1.24512 0.28443 -0.12112
H2 0.43058 1.32648 0.52978

SMILES = C#[N+][S-].I
Energy = -21492.701 eV
Kohn-Sham gap = 8.796 eV
Energy above the lowest of the compared OMol25 structures with the same formula, charge and spin = 48.19 kcal per mole
HOMO = -0.332 Ha

Atom charges from the natural (NBO) analysis, given in e for atoms 1 to 4: number 1, I, carries -0.10; number 2, S, carries 0.12; number 3, N, carries -0.40; number 4, C, carries 0.06